1.
ORCA calculation (wB97M-V/def2-TZVPD) on a molecular structure, C19H17BeN6O2S.

XYZ file:
```
46
Properties=species:S:1:pos:R:3
Be -1.518 0.390 0.027
N 4.922 -3.464 -0.706
C 3.749 -3.063 -0.134
C 2.693 -3.969 0.034
C 1.518 -3.575 0.638
C 1.382 -2.265 1.085
C 2.422 -1.350 0.931
C 3.594 -1.743 0.324
S -0.092 -1.754 1.854
O 0.195 -0.653 2.728
O -0.800 -2.903 2.315
N -0.966 -1.037 0.645
C -1.398 -1.657 -0.486
N -1.282 -2.934 -0.838
C -1.798 -3.243 -2.021
C -2.425 -2.328 -2.869
C -2.496 -1.028 -2.433
N -1.990 -0.683 -1.250
H 5.009 -4.380 -1.103
H 5.651 -2.803 -0.899
H 2.813 -4.993 -0.301
H 0.701 -4.271 0.778
H 2.317 -0.350 1.336
H 4.420 -1.046 0.230
H -1.705 -4.282 -2.317
H -2.830 -2.626 -3.824
H -2.957 -0.244 -3.022
N -2.789 1.294 0.888
C -2.294 2.671 0.958
C -2.917 3.724 1.549
C -2.288 4.993 1.551
C -1.061 5.173 0.979
C -0.395 4.085 0.364
C 0.882 4.146 -0.239
C 1.433 3.021 -0.790
C 0.716 1.815 -0.758
N -0.480 1.729 -0.215
C -1.035 2.842 0.354
H -2.894 0.903 1.824
H -3.707 1.258 0.454
H -3.883 3.599 2.023
H -2.792 5.826 2.023
H -0.583 6.145 0.995
H 1.420 5.086 -0.254
H 2.411 3.042 -1.248
H 1.128 0.903 -1.177
```

Calculated total energy   -44250.0508 eV
LUMO energy   -3.84 eV
HOMO-LUMO gap   6.54 eV
HOMO level   -10.4 eV
Net charge   +1
Energy relative to the best compared isomer or geometry (same formula, charge and spin)   0.056 eV

natural (NBO) atomic charge list, values in e, 6 entries:
1 Be 1.649
2 N -0.781
3 C 0.212
4 C -0.285
5 C -0.139
6 C -0.383

2.
ORCA calculation (wB97M-V/def2-TZVPD) on a molecular structure, C19H17BrN5PdS at a distorted geometry.

XYZ file:
```
44
Properties=species:S:1:pos:R:3
Pd -0.336 -0.502 0.199
N 0.766 0.809 4.125
C 0.272 0.513 2.920
S 1.021 -0.803 2.035
N -0.746 1.206 2.475
N -1.215 0.830 1.292
C -2.287 1.417 0.785
C -3.100 2.355 1.568
C -3.569 3.549 1.006
C -4.385 4.398 1.732
C -4.750 4.077 3.031
C -4.267 2.911 3.610
C -3.449 2.060 2.891
C -2.621 0.987 -0.558
C -3.774 1.381 -1.245
C -4.002 0.940 -2.530
C -3.090 0.074 -3.123
C -2.015 -0.346 -2.369
N -1.783 0.084 -1.133
H 1.613 0.367 4.434
H 0.443 1.635 4.601
H -3.248 3.837 0.013
H -4.736 5.316 1.281
H -5.398 4.736 3.592
H -4.540 2.657 4.625
H -3.110 1.138 3.337
H -4.493 2.007 -0.741
H -4.884 1.251 -3.071
H -3.225 -0.283 -4.133
H -1.316 -1.067 -2.774
C 0.400 -5.619 -1.722
C 0.814 -4.179 -1.779
C 1.784 -3.713 -2.662
C 2.134 -2.371 -2.681
C 1.483 -1.530 -1.805
Br 1.842 0.330 -1.720
N 0.542 -1.949 -0.958
C 0.222 -3.247 -0.938
H 0.951 -6.219 -2.442
H -0.665 -5.718 -1.935
H 0.576 -6.027 -0.726
H 2.269 -4.405 -3.338
H 2.888 -1.985 -3.350
H -0.533 -3.539 -0.219
```

Calculated total energy   -111782.8995 eV
LUMO energy (spin up / spin down)   -3.76 / -3.76 eV
HOMO-LUMO gap (spin up / spin down)   6.99 / 6.99 eV
HOMO level (spin up / spin down)   -10.7 / -10.7 eV
Net charge   +1
Energy relative to the best compared isomer or geometry (same formula, charge and spin)   0.000 eV

natural (NBO) atomic charge list, values in e, 6 entries:
1 Pd 0.716
2 N -0.756
3 C 0.316
4 S -0.182
5 N -0.415
6 N -0.176

3.
ORCA calculation (wB97M-V/def2-TZVPD) on a molecular structure, C19H17Cl2N4RhS at a distorted geometry.

XYZ file:
```
44
Properties=species:S:1:pos:R:3
Rh -1.304 -0.362 -0.229
N -0.105 0.478 2.737
C 1.816 0.694 0.502
C 2.928 0.177 -0.121
C 3.292 0.780 -1.319
C 2.504 1.814 -1.814
C 1.381 2.274 -1.140
C 0.991 1.727 0.091
C -0.200 2.164 0.859
C -0.911 3.290 0.392
C -2.009 3.795 1.034
C -2.443 3.174 2.212
C -1.770 2.097 2.714
C -0.626 1.561 2.072
H 0.072 -0.622 0.794
H 2.045 0.423 2.755
H 3.464 -0.668 0.291
H 4.154 0.431 -1.869
H 2.761 2.267 -2.763
H 0.798 3.057 -1.598
H -0.587 3.784 -0.511
H -2.530 4.655 0.638
H -3.316 3.547 2.732
H -2.092 1.609 3.625
N -3.392 -1.771 -1.966
C -2.680 -0.581 -1.956
N -1.936 -0.392 -3.113
S -3.171 0.727 -0.942
H -2.835 -2.561 -2.272
H -3.825 -1.969 -1.075
H -2.269 -0.894 -3.924
H -1.700 0.567 -3.305
Cl 1.155 -0.190 1.861
C 1.465 -2.161 2.873
C 1.885 -3.116 2.092
C 2.246 -3.540 0.762
C 1.612 -3.400 -0.418
C 0.300 -2.982 -0.826
Cl -0.012 -3.237 -2.550
C -0.797 -2.650 -0.116
N -1.811 -2.279 0.422
H 2.110 -3.844 2.897
H 3.180 -4.091 0.744
H 2.161 -3.780 -1.273
```

Calculated total energy   -64812.4401 eV
LUMO energy (spin up / spin down)   -0.97 / -0.86 eV
HOMO-LUMO gap (spin up / spin down)   6.15 / 6.35 eV
HOMO level (spin up / spin down)   -7.1 / -7.2 eV
Energy relative to the best compared isomer or geometry (same formula, charge and spin)   13.910 eV

natural (NBO) atomic charge list, values in e, 6 entries:
1 Rh 0.397
2 N -0.601
3 C -0.131
4 C -0.210
5 C -0.206
6 C -0.178

4.
ORCA calculation (wB97M-V/def2-TZVPD) on a molecular structure, C19H17ClOPTb at a distorted geometry.

XYZ file:
```
40
Properties=species:S:1:pos:R:3
Tb 0.764 -0.586 -1.541
Cl -1.134 -2.044 -1.399
P 2.120 2.100 -0.062
C 3.725 1.417 -0.166
C 4.812 2.282 -0.061
C 6.095 1.853 -0.368
C 6.290 0.546 -0.855
C 5.210 -0.338 -0.935
C 3.935 0.053 -0.504
C 1.339 1.964 -1.743
C -0.061 1.949 -1.795
C -0.728 1.338 -2.869
C 0.030 0.723 -3.868
C 1.405 0.819 -3.885
C 2.105 1.423 -2.830
C 1.975 3.806 0.455
C 1.414 4.060 1.718
C 1.304 5.382 2.138
C 1.734 6.423 1.320
C 2.289 6.160 0.055
C 2.410 4.847 -0.388
H -0.659 2.456 -0.965
H -1.817 1.406 -2.899
H -0.482 0.250 -4.708
H 1.983 0.499 -4.748
H 3.176 1.605 -2.840
H 4.642 3.318 0.255
H 6.963 2.522 -0.230
H 7.299 0.214 -1.154
H 5.388 -1.340 -1.350
H 3.142 -0.696 -0.441
H 1.077 3.227 2.326
H 0.874 5.597 3.111
H 1.639 7.454 1.653
H 2.626 6.971 -0.586
H 2.839 4.612 -1.375
H 1.663 -2.273 -1.720
H 0.566 0.267 0.325
O 0.622 0.952 2.111
C 0.984 1.059 0.958
```

Calculated total energy   -66253.7995 eV
LUMO energy (spin up / spin down)   -8.77 / -8.72 eV
HOMO-LUMO gap (spin up / spin down)   6.59 / 6.56 eV
Spin multiplicity   7
HOMO level (spin up / spin down)   -15.4 / -15.3 eV
Net charge   +2
Energy relative to the best compared isomer or geometry (same formula, charge and spin)   0.786 eV

Mulliken atomic charge list, values in e, 6 entries:
1 Tb 0.804
2 Cl -0.309
3 P 1.208
4 C 0.703
5 C -0.289
6 C -0.694

5.
ORCA calculation (wB97M-V/def2-TZVPD) on a molecular structure, C19H17IN5O4Ru.

XYZ file:
```
47
Properties=species:S:1:pos:R:3
Ru 1.318 -0.560 0.321
O -2.591 -2.854 0.080
C -3.264 -2.128 1.002
C -4.540 -2.585 1.332
C -5.319 -1.891 2.233
C -4.844 -0.724 2.827
C -3.580 -0.273 2.509
C -2.767 -0.961 1.602
C -1.413 -0.450 1.307
O -0.632 -1.180 0.512
N -0.993 0.650 1.836
N 0.310 0.822 1.490
C 1.013 1.891 1.852
C 2.368 1.861 1.530
C 3.302 2.857 1.895
C 4.585 2.776 1.458
C 4.993 1.689 0.636
C 4.083 0.735 0.326
N 2.796 0.784 0.767
H -1.731 -2.422 -0.082
H -4.895 -3.490 0.855
H -6.309 -2.260 2.475
H -5.457 -0.177 3.532
H -3.183 0.626 2.960
H 0.540 2.723 2.355
H 2.964 3.680 2.511
H 5.299 3.543 1.728
H 5.997 1.620 0.245
H 4.342 -0.106 -0.301
I 1.770 -2.930 2.286
C 2.342 -2.367 0.308
H 1.934 -3.079 -0.398
H 3.425 -2.311 0.284
C -0.879 -1.178 -4.133
N -0.271 -0.064 -3.411
C -0.463 1.245 -3.804
C 0.021 2.283 -3.114
C 0.767 2.044 -1.876
O 1.222 2.935 -1.177
N 0.940 0.708 -1.551
C 0.437 -0.304 -2.262
O 0.616 -1.473 -1.838
H -1.039 -0.877 -5.166
H -1.832 -1.465 -3.687
H -0.213 -2.034 -4.103
H -1.034 1.370 -4.714
H -0.133 3.300 -3.439
```

Calculated total energy   -46299.4959 eV
LUMO energy (spin up / spin down)   -0.34 / -2.01 eV
HOMO-LUMO gap (spin up / spin down)   5.88 / 6.05 eV
Spin multiplicity   6
HOMO level (spin up / spin down)   -6.2 / -8.1 eV
Energy relative to the best compared isomer or geometry (same formula, charge and spin)   0.000 eV

natural (NBO) atomic charge list, values in e, 6 entries:
1 Ru 1.443
2 O -0.689
3 C 0.422
4 C -0.301
5 C -0.171
6 C -0.262

6.
ORCA calculation (wB97M-V/def2-TZVPD) on C19H17N5O4 in the gas phase.

XYZ file:
```
45
Properties=species:S:1:pos:R:3
C -2.724 -3.786 0.156
H -2.195 -4.011 1.087
O -2.993 -2.410 0.034
C -1.948 -1.547 -0.015
C -0.610 -1.899 0.056
C 0.391 -0.924 0.000
C 0.037 0.417 -0.132
C -1.293 0.782 -0.207
C -2.283 -0.184 -0.146
O -3.632 0.092 -0.260
C -4.187 1.162 0.333
O -3.593 1.970 1.000
C -5.647 1.217 0.070
C -6.370 2.329 0.501
C -7.730 2.372 0.259
C -8.312 1.300 -0.405
N -7.635 0.238 -0.811
C -6.337 0.194 -0.579
H -5.821 -0.694 -0.918
H -9.371 1.285 -0.624
H -8.327 3.213 0.574
H -5.853 3.128 1.012
H -1.568 1.819 -0.307
H 0.811 1.163 -0.177
C 1.774 -1.334 0.080
N 2.729 -0.490 0.012
N 3.994 -0.908 0.090
C 5.036 -0.030 0.011
N 6.242 -0.505 0.092
C 7.266 0.388 0.009
C 7.060 1.724 -0.153
C 5.733 2.270 -0.246
O 5.412 3.430 -0.392
N 4.742 1.277 -0.148
H 3.767 1.553 -0.200
H 7.881 2.418 -0.218
C 8.629 -0.214 0.109
H 8.726 -0.738 1.058
H 9.399 0.547 0.034
H 8.762 -0.947 -0.684
H 4.230 -1.893 0.208
H 1.974 -2.405 0.202
H -0.324 -2.934 0.159
H -3.698 -4.273 0.170
H -2.145 -4.159 -0.694
```

Calculated total energy   -35619.2816 eV
LUMO energy   -0.20 eV
HOMO-LUMO gap   7.93 eV
HOMO level   -8.1 eV
Structure (SMILES)   COc1cc(/C=N/Nc2nc(C)cc(=O)[nH]2)ccc1OC(=O)c1cccnc1
Energy relative to the best compared isomer or geometry (same formula, charge and spin)   0.000 eV

natural (NBO) atomic charge list, values in e, 6 entries:
1 C -0.252
2 H 0.177
3 O -0.482
4 C 0.265
5 C -0.275
6 C -0.084

7.
ORCA calculation (wB97M-V/def2-TZVPD) on C19H17N7O3 in the gas phase at a distorted geometry.

XYZ file:
```
46
Properties=species:S:1:pos:R:3
O -1.290 -2.116 -4.815
O 0.527 3.453 -1.241
N 0.844 -0.398 -0.120
N 1.326 0.586 0.611
N -0.412 -2.537 -1.842
O -0.967 5.247 5.152
C -1.176 -3.168 -4.139
C 0.530 2.248 -0.902
C 0.232 -0.077 -1.262
C 1.264 1.840 0.339
C -0.755 -3.358 -2.825
C 0.193 -6.892 -1.777
C -0.335 -7.532 -2.779
C 0.430 3.364 4.466
C -0.224 5.170 3.053
C 0.093 -5.541 -1.611
C -1.045 -6.744 -3.862
C 1.084 2.760 3.408
C 0.602 4.661 2.062
C -0.264 4.557 4.250
C -0.523 -4.797 -2.594
C -0.999 -5.382 -3.802
C 1.286 3.453 2.180
N -0.399 -1.148 -1.951
N -1.352 -4.413 -4.685
N -0.669 1.621 -2.867
N 0.069 1.247 -1.725
C -0.868 4.847 6.491
C 2.131 2.722 1.155
H 0.583 -7.523 -0.907
H -0.264 -8.595 -3.048
H 0.309 2.891 5.404
H -0.631 6.175 2.934
H 0.425 -4.893 -0.767
H -1.209 -7.251 -4.837
H 1.579 1.807 3.552
H 0.918 5.252 1.235
H -0.834 -0.826 -2.757
H -2.049 -4.654 -5.403
H -0.201 1.443 -3.689
H -0.904 2.621 -2.814
H -1.395 3.826 6.602
H 0.204 4.739 6.737
H -1.262 5.599 7.152
H 2.979 2.158 1.599
H 2.419 3.560 0.637
```

Calculated total energy   -36546.8517 eV
LUMO energy   -1.29 eV
HOMO-LUMO gap   6.82 eV
HOMO level   -8.1 eV
Structure (SMILES)   COc1ccc(Cc2nnc(N/N=C3\C(=O)Nc4ccccc43)n(N)c2=O)cc1
Energy relative to the best compared isomer or geometry (same formula, charge and spin)   2.750 eV

natural (NBO) atomic charge list, values in e, 6 entries:
1 O -0.582
2 O -0.628
3 N -0.302
4 N -0.208
5 N -0.095
6 O -0.490

8.
ORCA calculation (wB97M-V/def2-TZVPD) on a molecular structure, C19H17N7O3S3Ta at a distorted geometry.

XYZ file:
```
50
Properties=species:S:1:pos:R:3
Ta 0.914 0.294 0.524
O 1.590 -0.332 2.308
N 2.885 -0.522 2.646
C 3.176 -0.835 3.925
C 4.484 -1.048 4.275
C 5.482 -0.942 3.303
C 5.147 -0.629 2.000
C 3.810 -0.418 1.672
S 3.231 -0.044 0.078
H 2.335 -0.896 4.600
H 4.720 -1.294 5.300
H 6.517 -1.106 3.569
H 5.896 -0.542 1.226
N -2.464 0.361 -7.069
C -1.974 0.356 -5.838
C -0.723 -0.270 -5.566
C -0.213 -0.275 -4.306
C -0.939 0.349 -3.258
C -2.187 0.973 -3.511
C -2.690 0.972 -4.774
S -0.300 0.362 -1.732
O -1.188 0.855 -0.653
O 1.009 1.092 -1.509
N 0.303 -1.023 -1.108
C -0.568 -1.822 -0.367
N -0.405 -1.477 0.924
C -1.047 -2.211 1.849
C -1.881 -3.231 1.446
C -2.012 -3.461 0.071
N -1.340 -2.763 -0.845
H -1.969 -0.068 -7.835
H -3.346 0.800 -7.284
H -0.182 -0.744 -6.373
H 0.736 -0.755 -4.105
H -2.731 1.443 -2.704
H -3.641 1.443 -4.980
H -0.857 -1.988 2.894
H -2.412 -3.838 2.164
H -2.664 -4.241 -0.302
S 1.121 2.796 0.780
C -0.183 2.603 1.833
N -0.796 3.589 2.528
C -1.888 3.354 3.287
C -2.383 2.076 3.371
C -1.704 1.078 2.671
N -0.624 1.335 1.949
H -0.427 4.534 2.453
H -2.316 4.205 3.800
H -3.260 1.854 3.960
H -2.044 0.052 2.710
```

Calculated total energy   -70585.7177 eV
LUMO energy   -9.75 eV
HOMO-LUMO gap   6.21 eV
HOMO level   -16.0 eV
Net charge   +3
Energy relative to the best compared isomer or geometry (same formula, charge and spin)   0.252 eV

natural (NBO) atomic charge list, values in e, 6 entries:
1 Ta 1.816
2 O -0.567
3 N 0.014
4 C 0.055
5 C -0.202
6 C -0.086

What did the third record say?
ORCA calculation (wB97M-V/def2-TZVPD) on a molecular structure, C19H17Cl2N4RhS at a distorted geometry.

XYZ file:
```
44
Properties=species:S:1:pos:R:3
Rh -1.304 -0.362 -0.229
N -0.105 0.478 2.737
C 1.816 0.694 0.502
C 2.928 0.177 -0.121
C 3.292 0.780 -1.319
C 2.504 1.814 -1.814
C 1.381 2.274 -1.140
C 0.991 1.727 0.091
C -0.200 2.164 0.859
C -0.911 3.290 0.392
C -2.009 3.795 1.034
C -2.443 3.174 2.212
C -1.770 2.097 2.714
C -0.626 1.561 2.072
H 0.072 -0.622 0.794
H 2.045 0.423 2.755
H 3.464 -0.668 0.291
H 4.154 0.431 -1.869
H 2.761 2.267 -2.763
H 0.798 3.057 -1.598
H -0.587 3.784 -0.511
H -2.530 4.655 0.638
H -3.316 3.547 2.732
H -2.092 1.609 3.625
N -3.392 -1.771 -1.966
C -2.680 -0.581 -1.956
N -1.936 -0.392 -3.113
S -3.171 0.727 -0.942
H -2.835 -2.561 -2.272
H -3.825 -1.969 -1.075
H -2.269 -0.894 -3.924
H -1.700 0.567 -3.305
Cl 1.155 -0.190 1.861
C 1.465 -2.161 2.873
C 1.885 -3.116 2.092
C 2.246 -3.540 0.762
C 1.612 -3.400 -0.418
C 0.300 -2.982 -0.826
Cl -0.012 -3.237 -2.550
C -0.797 -2.650 -0.116
N -1.811 -2.279 0.422
H 2.110 -3.844 2.897
H 3.180 -4.091 0.744
H 2.161 -3.780 -1.273
```

Calculated total energy   -64812.4401 eV
LUMO energy (spin up / spin down)   -0.97 / -0.86 eV
HOMO-LUMO gap (spin up / spin down)   6.15 / 6.35 eV
HOMO level (spin up / spin down)   -7.1 / -7.2 eV
Energy relative to the best compared isomer or geometry (same formula, charge and spin)   13.910 eV

natural (NBO) atomic charge list, values in e, 6 entries:
1 Rh 0.397
2 N -0.601
3 C -0.131
4 C -0.210
5 C -0.206
6 C -0.178

- Look up the calculated total energy of the second one.
  -111782.8995 eV

Repeat the fourth record exactly.
ORCA calculation (wB97M-V/def2-TZVPD) on a molecular structure, C19H17ClOPTb at a distorted geometry.

XYZ file:
```
40
Properties=species:S:1:pos:R:3
Tb 0.764 -0.586 -1.541
Cl -1.134 -2.044 -1.399
P 2.120 2.100 -0.062
C 3.725 1.417 -0.166
C 4.812 2.282 -0.061
C 6.095 1.853 -0.368
C 6.290 0.546 -0.855
C 5.210 -0.338 -0.935
C 3.935 0.053 -0.504
C 1.339 1.964 -1.743
C -0.061 1.949 -1.795
C -0.728 1.338 -2.869
C 0.030 0.723 -3.868
C 1.405 0.819 -3.885
C 2.105 1.423 -2.830
C 1.975 3.806 0.455
C 1.414 4.060 1.718
C 1.304 5.382 2.138
C 1.734 6.423 1.320
C 2.289 6.160 0.055
C 2.410 4.847 -0.388
H -0.659 2.456 -0.965
H -1.817 1.406 -2.899
H -0.482 0.250 -4.708
H 1.983 0.499 -4.748
H 3.176 1.605 -2.840
H 4.642 3.318 0.255
H 6.963 2.522 -0.230
H 7.299 0.214 -1.154
H 5.388 -1.340 -1.350
H 3.142 -0.696 -0.441
H 1.077 3.227 2.326
H 0.874 5.597 3.111
H 1.639 7.454 1.653
H 2.626 6.971 -0.586
H 2.839 4.612 -1.375
H 1.663 -2.273 -1.720
H 0.566 0.267 0.325
O 0.622 0.952 2.111
C 0.984 1.059 0.958
```

Calculated total energy   -66253.7995 eV
LUMO energy (spin up / spin down)   -8.77 / -8.72 eV
HOMO-LUMO gap (spin up / spin down)   6.59 / 6.56 eV
Spin multiplicity   7
HOMO level (spin up / spin down)   -15.4 / -15.3 eV
Net charge   +2
Energy relative to the best compared isomer or geometry (same formula, charge and spin)   0.786 eV

Mulliken atomic charge list, values in e, 6 entries:
1 Tb 0.804
2 Cl -0.309
3 P 1.208
4 C 0.703
5 C -0.289
6 C -0.694